# 1
Here is a molecular structure, C16H29PPd from the Open Molecules 2025 dataset. Energies are from the ωB97M-V functional and the def2-TZVPD basis.

## Properties
- Highest occupied orbital energy: -0.8447 Ha
- Frontier orbital gap: 7.7 eV
- Lowest unoccupied orbital energy: -0.562 Ha
- E: -1094.48676 Eh

Geometry as ORCA input:
```
! wB97M-V def2-TZVPD RIJCOSX def2/J DEFGRID3
* xyz 4 1
H 2.66 -4.68 3.03
H -2.09 4.22 -3.01
H 3.46 0.97 -1.40
H -3.80 0.55 -1.58
C 1.89 -3.24 0.17
H -5.26 0.84 1.16
H 1.98 -0.28 1.86
C 2.02 -2.72 -1.17
C 1.96 -4.60 0.35
H -2.01 3.14 1.92
H 3.74 -5.18 1.59
C 3.07 0.79 -0.39
H 1.27 -5.63 -1.35
H -3.34 2.00 2.24
C -2.72 3.62 -2.37
C 1.95 -0.97 1.02
C -2.96 2.75 1.54
C 2.40 -0.52 -0.25
C 2.09 -5.69 -0.62
H 2.47 -6.37 2.27
H 1.73 -4.95 1.46
C -4.88 0.26 0.32
H 2.48 -1.02 -2.36
H 3.03 -5.62 -1.18
P -2.72 2.01 -0.06
C 2.85 -5.35 2.20
H 2.04 -6.68 -0.16
C 1.75 -2.30 1.24
H -3.20 2.85 -2.97
H 2.02 -3.39 -2.02
H -1.23 3.74 -0.72
H -1.10 2.31 -1.77
H -4.94 3.55 0.94
H 2.43 1.63 -0.10
C -3.99 3.91 1.32
H 3.90 0.83 0.32
C 2.26 -1.39 -1.36
C -1.82 2.99 -1.26
H -4.17 4.36 2.30
H -4.77 1.92 -1.11
H -3.59 4.68 0.66
H 1.54 -2.66 2.24
H -3.48 4.26 -1.92
C -4.13 1.12 -0.70
H -4.26 -0.55 0.71
Pd -1.01 0.61 -0.04
H -5.75 -0.19 -0.17
*
```

Results of the natural (NBO) charge analysis, in e, for atoms 1 through 2: atom 1 (H): 0.273, atom 2 (H): 0.286

# 2
Here is 2 unconnected molecules or ions with the total composition C2H10NS2 from the Open Molecules 2025 dataset. Energies are from the ωB97M-V functional and the def2-TZVPD basis.

## Properties
- Highest occupied orbital energy: -0.4795 Ha
- Frontier orbital gap: 9.7 eV
- Lowest unoccupied orbital energy: -0.125 Ha
- E: -933.07757 Eh

Geometry as ORCA input:
```
! wB97M-V def2-TZVPD RIJCOSX def2/J DEFGRID3
* xyz 1 1
S -0.93 -0.31 1.57
H 2.35 0.14 -0.94
H -2.96 -2.21 0.63
H 2.20 0.21 0.70
H 1.33 2.28 -1.24
H -1.86 0.63 1.77
H -3.04 -2.25 -1.13
C -2.37 -2.24 -0.27
H -1.75 -3.13 -0.32
N 1.80 0.54 -0.18
H 2.79 2.42 -0.25
C 1.77 2.05 -0.28
S -1.36 -0.75 -0.41
H 0.83 0.19 -0.20
H 1.19 2.42 0.55
*
```

Results of the natural (NBO) charge analysis, in e, for atoms 1 through 2: atom 1 (S): -0.161, atom 2 (H): 0.439

# 3
Here is a molecular structure, C2H4N4 from the Open Molecules 2025 dataset. Energies are from the ωB97M-V functional and the def2-TZVPD basis.

## Properties
- Highest occupied orbital energy (alpha / beta): -0.3236 / -0.3695 Ha
- Frontier orbital gap (alpha / beta): 9.4 / 9.5 eV
- Lowest unoccupied orbital energy (alpha / beta): 0.023 / -0.021 Ha
- E: -297.30005 Eh

Geometry as ORCA input:
```
! wB97M-V def2-TZVPD RIJCOSX def2/J DEFGRID3
* xyz 0 1
N 0.13 -1.28 0.32
H 1.49 0.35 -0.11
H 1.34 -2.60 -1.62
H -2.52 1.48 0.18
H 0.50 0.50 1.38
C 0.53 0.10 0.36
C -1.93 0.60 0.02
N -2.23 -0.66 0.03
N -0.63 0.48 -0.48
N -0.92 -0.91 -0.43
*
```

Results of the natural (NBO) charge analysis, in e, for atoms 1 through 2: atom 1 (N): -0.185, atom 2 (H): 0.211

# 4
Here is 11 unconnected molecules or ions with the total composition C31H84O13 from the Open Molecules 2025 dataset. Energies are from the ωB97M-V functional and the def2-TZVPD basis.

## Properties
- Highest occupied orbital energy: -0.3617 Ha
- Frontier orbital gap: 10.0 eV
- Lowest unoccupied orbital energy: 0.007 Ha
- E: -2209.58106 Eh
- SMILES: CC(C)O.CC(C)O.CC(C)O.CC(C)O.CC(C)O.CC(C)O.CC(C)O.CC(C)O.CC(C)O.OCCO.OCCO

Geometry as ORCA input:
```
! wB97M-V def2-TZVPD RIJCOSX def2/J DEFGRID3
* xyz 0 1
H -20.00 7.12 -31.39
H -13.21 4.64 -25.56
H -14.72 7.00 -23.00
H -22.09 7.89 -22.17
H -21.77 0.17 -20.34
C -16.29 5.76 -22.19
H -21.51 7.09 -29.45
C -24.84 6.73 -23.55
H -23.95 7.20 -23.99
C -23.93 9.23 -19.90
H -22.88 7.34 -20.28
H -20.49 3.47 -19.64
H -26.19 4.65 -22.36
O -23.86 4.54 -23.75
H -22.43 4.53 -18.03
C -16.48 2.33 -22.21
C -23.27 11.19 -24.60
H -19.89 2.07 -29.24
O -20.26 5.39 -20.44
C -17.62 0.10 -22.27
H -19.73 5.95 -25.99
H -22.41 13.16 -24.65
H -15.56 2.86 -22.40
H -19.81 3.69 -22.94
H -15.23 0.62 -21.04
C -22.76 8.42 -20.42
C -20.34 1.63 -27.19
H -23.80 3.79 -24.36
H -17.28 3.82 -26.62
H -17.31 2.83 -22.71
H -21.14 10.82 -24.85
C -22.53 0.47 -22.31
H -24.79 6.78 -22.46
C -19.81 2.57 -28.25
H -24.89 8.85 -20.29
H -16.89 4.89 -25.30
C -23.35 12.66 -24.86
H -21.43 5.50 -25.76
H -24.20 10.70 -24.92
C -16.59 3.96 -25.79
H -25.16 5.34 -25.16
H -16.72 3.14 -25.08
H -20.63 -0.31 -21.52
H -16.16 8.15 -20.60
H -20.05 4.39 -28.90
H -15.52 5.03 -21.91
C -16.37 0.90 -22.62
C -20.57 6.04 -25.31
H -24.02 -0.94 -23.04
C -15.17 4.05 -26.27
C -26.28 4.68 -23.45
H -14.25 3.79 -24.33
H -14.56 8.60 -21.31
C -25.08 5.33 -24.07
O -15.22 0.32 -21.96
C -23.19 -0.89 -22.33
H -13.87 2.68 -26.90
H -20.75 4.54 -17.59
H -17.22 8.31 -22.66
C -18.17 7.38 -30.32
C -22.08 10.54 -25.31
H -17.06 5.69 -21.41
O -22.53 8.68 -21.80
H -21.85 8.66 -19.84
H -16.12 0.82 -23.68
H -17.52 -0.94 -22.53
H -24.16 13.13 -24.30
H -23.02 10.08 -22.97
H -21.22 3.58 -24.08
H -19.61 3.69 -24.75
O -19.49 0.51 -27.05
O -19.55 5.37 -30.32
C -14.22 4.49 -25.16
O -23.11 11.03 -23.19
H -22.22 5.47 -23.34
H -27.20 5.20 -23.70
H -20.67 5.59 -21.31
H -14.81 7.06 -20.45
C -15.26 7.79 -21.12
H -21.29 1.22 -27.57
H -22.89 5.01 -20.71
H -18.72 2.70 -28.06
C -20.33 5.51 -23.90
C -15.66 7.10 -22.45
H -22.18 9.45 -25.20
H -22.08 3.65 -21.54
H -17.54 6.96 -31.12
H -23.54 10.75 -21.03
H -22.48 -1.70 -22.55
H -20.95 7.07 -25.31
H -20.92 1.46 -21.22
H -16.68 5.32 -23.12
C -20.46 7.37 -29.27
H -18.49 0.58 -22.73
H -22.70 1.09 -24.20
C -21.45 4.91 -18.35
H -18.99 5.00 -31.01
H -19.40 5.96 -23.55
H -20.23 6.85 -28.34
H -14.47 5.48 -24.75
H -23.30 1.20 -22.02
H -16.70 2.37 -21.13
C -20.23 3.99 -23.90
C -21.35 0.47 -21.31
H -25.64 7.40 -23.87
O -14.82 2.72 -26.76
O -20.47 3.81 -28.21
H -17.75 0.15 -21.18
O -21.99 0.75 -23.64
O -16.52 7.97 -23.24
H -22.08 10.73 -26.39
H -17.67 7.08 -29.39
H -21.47 6.00 -18.35
C -22.32 4.09 -20.58
H -20.49 2.17 -26.26
H -22.97 3.37 -20.06
H -18.57 0.82 -27.01
C -21.08 4.39 -19.75
O -21.42 5.96 -23.05
C -19.60 6.83 -30.41
H -18.12 8.47 -30.36
H -20.32 8.44 -29.23
H -23.60 12.82 -25.92
H -24.00 9.07 -18.82
H -23.59 -1.14 -21.34
O -23.80 10.60 -20.10
H -15.10 4.77 -27.11
H -26.40 3.64 -23.78
*
```

Results of the Mulliken charge analysis, in e, for atoms 1 through 2: atom 1 (H): 0.178, atom 2 (H): 0.449